[1]
A cluster of 12 separate species, C32H69Br22O2P in total. Source: the OMol25 dataset; level of theory: ωB97M-V/def2-TZVPD.

Its HOMO-LUMO gap is 7.9 eV. For the largest force on an atom, the calculation gives 2.82 eV/A. For the total energy, the calculation gives -1588616.144 eV. As for the total charge: 0. The SMILES is CCC[PH2](CCOCC)C[C@H](C)O.BrCCBr.BrCCBr.BrCCBr.BrCCBr.BrCCBr.BrCCBr.BrCCBr.BrCCBr.BrCCBr.BrCCBr.BrCCBr.

Element x y z (Å)
C1 -2.165 -3.069 1.597
C2 -3.428 -3.971 1.072
C3 -3.341 -4.460 -0.488
P1 -1.878 -3.753 -1.488
C4 -3.063 -2.422 -2.256
C5 -2.048 -1.321 -2.988
O1 -1.963 -0.060 -2.196
C6 -0.572 0.226 -1.810
C7 0.416 0.570 -3.104
C8 -0.770 -5.117 -0.741
C9 0.843 -4.833 -0.827
C10 1.559 -5.973 0.166
O2 1.278 -3.528 -0.306
H1 -2.074 -2.031 1.018
H2 -1.124 -3.635 1.599
H3 -2.366 -2.797 2.742
H4 -4.427 -3.365 1.221
H5 -3.460 -4.964 1.732
H6 -3.296 -5.646 -0.545
H7 -4.336 -4.156 -1.071
H8 -1.098 -2.670 -0.948
H9 -1.597 -4.165 -2.867
H10 -3.687 -2.920 -3.116
H11 -3.746 -1.905 -1.456
H12 -2.556 -1.049 -4.019
H13 -1.000 -1.847 -3.113
H14 -0.592 1.224 -1.161
H15 -0.086 -0.594 -1.119
H16 -0.163 0.682 -4.115
H17 1.106 1.504 -2.921
H18 1.139 -0.371 -3.231
H19 -1.147 -5.420 0.350
H20 -0.965 -6.095 -1.398
H21 1.306 -5.047 -1.906
H22 2.669 -5.652 0.375
H23 0.926 -5.922 1.177
H24 1.468 -7.063 -0.254
H25 0.814 -3.283 0.549
Br1 -3.893 0.073 2.404
C11 -5.253 -0.078 3.795
C12 -5.360 -1.497 4.304
Br2 -6.328 -2.627 3.043
H26 -6.185 0.305 3.372
H27 -4.918 0.593 4.592
H28 -5.948 -1.531 5.226
H29 -4.390 -1.970 4.478
Br3 0.929 4.135 0.624
C13 0.550 5.259 -0.924
C14 0.471 4.438 -2.191
Br4 2.248 3.936 -2.818
H30 1.322 6.032 -0.955
H31 -0.416 5.725 -0.707
H32 0.038 5.027 -3.005
H33 -0.100 3.513 -2.073
Br5 1.777 -2.829 -4.533
C15 3.632 -2.816 -5.134
C16 4.573 -2.485 -3.998
Br6 4.547 -0.577 -3.594
H34 3.693 -2.113 -5.968
H35 3.817 -3.830 -5.504
H36 5.608 -2.702 -4.280
H37 4.335 -3.012 -3.070
Br7 6.058 0.379 -7.354
C17 6.451 2.065 -6.456
C18 5.184 2.745 -5.990
Br8 4.251 3.595 -7.476
H38 7.037 2.669 -7.153
H39 7.079 1.792 -5.602
H40 5.417 3.559 -5.297
H41 4.474 2.061 -5.516
Br9 -8.597 1.591 4.738
C19 -9.570 -0.097 4.640
C20 -10.376 -0.191 3.365
Br10 -11.994 0.893 3.472
H42 -10.178 -0.169 5.545
H43 -8.797 -0.872 4.665
H44 -10.729 -1.215 3.208
H45 -9.827 0.140 2.479
Br11 1.945 8.470 0.439
C21 0.961 9.186 1.964
C22 0.064 8.136 2.578
Br12 -1.537 7.859 1.500
H46 0.421 10.067 1.610
H47 1.731 9.499 2.676
H48 -0.304 8.467 3.554
H49 0.548 7.162 2.688
Br13 4.950 -1.665 -0.080
C23 6.664 -1.051 0.621
C24 7.197 0.113 -0.181
Br14 7.950 -0.487 -1.878
H50 7.332 -1.915 0.632
H51 6.455 -0.745 1.651
H52 8.028 0.593 0.344
H53 6.438 0.863 -0.416
Br15 -2.028 0.281 5.835
C25 -1.930 -0.610 7.568
C26 -2.944 -1.726 7.667
Br16 -4.738 -1.025 7.974
H54 -2.056 0.162 8.331
H55 -0.912 -1.008 7.625
H56 -2.734 -2.360 8.533
H57 -2.994 -2.348 6.769
Br17 -10.588 0.578 8.096
C27 -11.032 2.438 7.709
C28 -10.365 3.375 8.690
Br18 -11.287 3.369 10.409
H58 -12.122 2.513 7.708
H59 -10.659 2.613 6.695
H60 -10.427 4.408 8.337
H61 -9.320 3.124 8.888
Br19 7.531 4.946 -11.017
C29 6.559 3.258 -11.115
C30 5.753 3.164 -12.390
Br20 4.135 4.248 -12.283
H62 5.951 3.187 -10.210
H63 7.332 2.483 -11.090
H64 5.399 2.141 -12.547
H65 6.301 3.495 -13.276
Br21 9.359 -4.091 1.203
C31 10.430 -3.250 2.600
C32 9.912 -1.869 2.929
Br22 10.429 -0.576 1.563
H66 11.467 -3.254 2.254
H67 10.338 -3.913 3.466
H68 10.363 -1.500 3.855
H69 8.823 -1.823 3.017



[2]
A cluster of 3 separate species, C32H69Br3F3N4O16P4S in total. Source: the OMol25 dataset; level of theory: ωB97M-V/def2-TZVPD.

Its HOMO-LUMO gap is 7.8 eV. For the largest force on an atom, the calculation gives 1.79 eV/A. For the total energy, the calculation gives -339284.582 eV. As for the total charge: +1.

Element x y z (Å)
C1 -1.057 -7.409 2.410
C2 -2.292 -7.032 1.581
O1 -2.132 -7.384 0.204
C3 -2.130 -6.297 -0.682
C4 -0.876 -5.425 -0.543
O2 -1.266 -4.060 -0.366
C5 -0.177 -3.233 -0.038
C6 -0.717 -1.882 0.435
Br1 -1.926 -2.513 1.906
N1 -1.590 -1.189 -0.625
P1 -0.958 -1.052 -2.477
C7 -1.295 -2.655 -3.242
O3 0.625 -1.033 -2.192
C8 -2.041 0.242 -0.297
C9 -3.142 0.223 0.776
C10 -4.375 -0.593 0.374
C11 -5.706 0.166 0.551
S1 -6.835 -0.593 -0.576
O4 -6.293 -0.518 -1.909
O5 -7.181 -1.871 -0.033
O6 -8.045 0.415 -0.482
C12 -2.672 0.854 -1.582
O7 -3.467 1.963 -1.141
C13 -4.527 2.354 -1.912
C14 -4.342 2.315 -3.392
O8 -5.483 2.758 -1.359
C15 -0.814 1.023 0.241
P2 -0.379 2.592 -0.667
N2 0.275 2.398 -2.079
O9 0.393 0.290 0.214
C16 0.409 -0.914 0.996
C17 1.840 -1.455 0.756
C18 2.427 -2.423 1.796
C19 3.459 -3.341 1.135
F1 2.944 -3.823 -0.055
Br2 5.083 -2.381 0.747
C20 3.780 -4.612 1.977
F2 2.784 -5.488 1.763
F3 4.908 -5.183 1.579
Br3 3.896 -4.269 3.869
P3 0.328 -0.652 2.891
P4 1.762 0.943 3.374
O10 2.850 0.343 4.144
O11 2.204 1.705 2.035
O12 0.896 1.977 4.210
H1 -0.592 -6.527 2.856
H2 -1.290 -8.120 3.199
H3 -0.313 -7.855 1.749
H4 -3.171 -7.558 1.955
H5 -2.483 -5.957 1.654
H6 -2.192 -6.721 -1.685
H7 -3.013 -5.661 -0.538
H8 -0.304 -5.753 0.329
H9 -0.234 -5.527 -1.425
H10 0.526 -3.150 -0.859
H11 0.363 -3.663 0.810
H12 -2.427 -1.778 -0.703
H13 -1.110 -2.450 -4.302
H14 -2.337 -2.938 -3.094
H15 -0.639 -3.451 -2.935
H16 1.161 -1.264 -2.984
H17 -3.416 1.262 0.959
H18 -2.741 -0.118 1.729
H19 -4.428 -1.486 0.999
H20 -4.308 -0.958 -0.653
H21 -5.621 1.234 0.360
H22 -6.103 -0.007 1.551
H23 -8.529 0.373 -1.327
H24 -3.313 0.127 -2.087
H25 -1.923 1.233 -2.273
H26 -5.259 2.679 -3.845
H27 -4.193 1.286 -3.728
H28 -3.473 2.897 -3.697
H29 -1.012 1.301 1.288
H30 0.514 3.223 0.209
H31 -1.519 3.400 -0.656
H32 0.382 1.424 -2.337
H33 2.456 -0.552 0.758
H34 1.917 -1.847 -0.247
H35 2.942 -1.862 2.574
H36 1.676 -3.075 2.246
H37 -0.864 0.056 3.125
H38 2.334 2.658 2.162
H39 0.559 2.753 3.724
C21 7.083 -3.182 -5.240
O13 6.976 -2.657 -3.931
C22 7.596 -1.388 -3.753
C23 6.559 -0.326 -3.470
N3 5.740 -0.067 -4.647
C24 4.590 0.792 -4.407
C25 3.510 0.280 -3.465
O14 2.801 -0.857 -3.965
C26 3.413 -2.118 -3.697
H40 6.686 -4.195 -5.214
H41 6.512 -2.597 -5.971
H42 8.125 -3.225 -5.568
H43 8.194 -1.124 -4.629
H44 8.268 -1.463 -2.894
H45 7.062 0.600 -3.178
H46 5.967 -0.670 -2.608
H47 5.421 -0.951 -5.022
H48 4.122 0.999 -5.372
H49 4.945 1.750 -4.017
H50 2.763 1.070 -3.352
H51 3.894 0.062 -2.462
H52 3.978 -2.101 -2.763
H53 4.071 -2.434 -4.508
H54 2.620 -2.868 -3.614
C27 -3.796 6.275 4.864
O15 -3.228 7.151 3.910
C28 -2.371 8.146 4.461
C29 -0.944 7.923 4.016
N4 -0.395 6.713 4.617
C30 0.900 6.306 4.094
C31 0.973 5.905 2.627
O16 0.241 4.714 2.316
C32 -1.129 4.894 1.996
H55 -4.519 5.653 4.339
H56 -3.046 5.628 5.334
H57 -4.319 6.827 5.649
H58 -2.440 8.153 5.552
H59 -2.707 9.118 4.094
H60 -0.334 8.778 4.316
H61 -0.949 7.885 2.916
H62 -1.057 5.959 4.489
H63 1.247 5.460 4.694
H64 1.615 7.118 4.255
H65 2.018 5.688 2.390
H66 0.658 6.707 1.954
H67 -1.302 5.850 1.501
H68 -1.768 4.820 2.878
H69 -1.410 4.090 1.315



[3]
A structure of composition C32H71BrGeHfN6OSSi3. Source: the OMol25 dataset; level of theory: ωB97M-V/def2-TZVPD.

The multiplicity is 2. Its HOMO-LUMO gap (alpha / beta) is 6.7 / 5.1 eV. For the largest force on an atom, the calculation gives 2.27 eV/A. For the total energy, the calculation gives -207637.823 eV. As for the total charge: +3.

Element x y z (Å)
Hf1 -0.878 0.219 0.193
N1 -0.084 1.987 1.813
C1 -0.162 2.129 3.292
C2 0.504 0.959 4.007
C3 -0.242 -0.355 3.805
N2 -0.136 -0.822 2.402
H1 0.912 1.906 1.588
H2 -0.382 2.888 1.427
H3 -1.215 2.176 3.584
H4 0.318 3.060 3.614
H5 0.525 1.182 5.074
H6 1.539 0.849 3.670
H7 -1.296 -0.217 4.058
H8 0.167 -1.109 4.487
H9 -0.484 -1.782 2.380
H10 0.879 -0.903 2.191
C4 -3.012 -4.066 2.929
C5 -3.890 -2.808 2.805
C6 -5.245 -3.165 2.167
C7 -4.064 -2.150 4.186
C8 -3.229 -1.862 1.964
N3 -2.679 -1.083 1.312
H11 -3.538 -4.791 3.546
H12 -2.062 -3.839 3.410
H13 -2.826 -4.514 1.955
H14 -5.772 -3.856 2.820
H15 -5.101 -3.644 1.201
H16 -5.865 -2.283 2.033
H17 -4.592 -2.840 4.835
H18 -4.641 -1.232 4.124
H19 -3.098 -1.931 4.636
Br1 0.295 -4.935 -4.286
C9 0.108 -3.561 -2.979
C10 -0.073 -2.245 -3.383
C11 -0.301 -1.268 -2.429
C12 -0.334 -1.538 -1.053
C13 -0.118 -2.870 -0.681
C14 0.107 -3.865 -1.624
H20 -0.053 -1.999 -4.435
H21 -0.483 -0.254 -2.781
H22 -0.136 -3.169 0.362
H23 0.273 -4.883 -1.308
C15 2.776 0.243 -2.227
N4 2.886 1.614 -1.772
C16 4.115 2.330 -2.038
C17 1.878 2.183 -1.144
C18 1.992 3.635 -0.783
O1 0.823 1.530 -0.853
H24 3.668 -0.034 -2.780
H25 1.904 0.126 -2.870
H26 2.659 -0.428 -1.373
H27 4.881 1.630 -2.353
H28 4.471 2.837 -1.143
H29 3.978 3.068 -2.828
H30 2.388 4.210 -1.616
H31 2.674 3.783 0.055
H32 1.013 4.023 -0.521
C19 5.191 0.169 2.112
N5 4.806 -1.143 2.579
C20 5.425 -1.533 3.832
C21 3.839 -1.843 1.971
S1 2.660 -1.003 1.063
N6 3.774 -3.175 2.089
C22 4.940 -4.022 2.285
C23 2.589 -3.894 1.678
H33 6.278 0.249 2.146
H34 4.761 0.957 2.738
H35 4.858 0.307 1.084
H36 5.403 -0.672 4.504
H37 6.467 -1.825 3.701
H38 4.873 -2.343 4.300
H39 5.862 -3.456 2.190
H40 4.938 -4.790 1.510
H41 4.915 -4.517 3.257
H42 1.695 -3.383 2.034
H43 2.624 -4.891 2.109
H44 2.535 -3.976 0.591
C24 -4.510 4.261 -0.866
Si1 -2.943 3.516 -0.089
C25 -3.324 2.617 1.578
C26 -1.755 4.972 0.301
Ge1 -2.138 1.702 -1.611
Si2 -4.147 0.058 -1.830
C27 -3.572 -1.758 -1.977
C28 -5.068 0.655 -3.380
C29 -5.265 0.285 -0.294
Si3 -1.512 2.729 -3.900
C30 -0.708 1.416 -5.028
C31 -0.297 4.164 -3.564
C32 -3.106 3.416 -4.677
H45 -5.051 4.849 -0.131
H46 -5.190 3.510 -1.255
H47 -4.258 4.932 -1.681
H48 -3.099 3.260 2.424
H49 -2.771 1.674 1.691
H50 -4.381 2.382 1.650
H51 -2.318 5.781 0.758
H52 -1.316 5.378 -0.605
H53 -0.949 4.733 0.990
H54 -3.030 -1.919 -2.903
H55 -4.436 -2.416 -2.004
H56 -2.937 -2.081 -1.153
H57 -4.697 0.174 -4.279
H58 -4.974 1.727 -3.508
H59 -6.126 0.424 -3.311
H60 -4.735 0.208 0.651
H61 -6.043 -0.474 -0.296
H62 -5.763 1.248 -0.328
H63 0.251 1.065 -4.662
H64 -0.529 1.848 -6.009
H65 -1.356 0.559 -5.178
H66 0.720 3.824 -3.405
H67 -0.603 4.755 -2.708
H68 -0.279 4.828 -4.423
H69 -3.657 2.664 -5.231
H70 -2.844 4.197 -5.384
H71 -3.772 3.855 -3.942



[4]
A cluster of 9 separate species, C32H71BrO11 in total. Source: the OMol25 dataset; level of theory: ωB97M-V/def2-TZVPD.

Its HOMO-LUMO gap is 8.7 eV. For the largest force on an atom, the calculation gives 0.42 eV/A. For the total energy, the calculation gives -126898.600 eV. As for the total charge: 0. The SMILES is CCOC1=CC(=O)C(Br)=CC1=O.CC(C)O.CC(C)O.CC(C)O.CC(C)O.CC(C)O.CC(C)O.CC(C)O.CC(C)O.

Element x y z (Å)
C1 2.087 4.272 3.094
C2 3.099 5.105 3.846
O1 4.145 4.247 4.378
C3 5.385 4.581 3.985
C4 6.088 3.880 3.092
C5 7.463 4.300 2.766
O2 8.325 3.545 2.395
C6 7.733 5.765 2.964
Br1 9.089 6.520 1.909
C7 7.057 6.472 3.863
C8 6.017 5.770 4.659
O3 5.722 6.108 5.776
H1 1.518 4.934 2.442
H2 1.425 3.766 3.793
H3 2.581 3.538 2.459
H4 2.649 5.652 4.674
H5 3.543 5.843 3.172
H6 5.669 3.001 2.620
H7 7.238 7.521 4.051
C9 -0.470 1.925 7.610
C10 0.862 2.155 6.918
C11 1.990 2.416 7.903
O4 0.767 3.226 5.978
H8 -0.760 2.806 8.191
H9 -1.250 1.731 6.875
H10 -0.414 1.072 8.288
H11 1.104 1.278 6.315
H12 1.783 3.319 8.485
H13 2.932 2.570 7.377
H14 2.109 1.583 8.598
H15 0.569 4.033 6.466
C12 1.124 -0.973 1.779
C13 2.315 -0.145 1.326
C14 3.634 -0.806 1.700
O5 2.245 1.175 1.869
H16 1.127 -1.077 2.868
H17 0.191 -0.481 1.497
H18 1.135 -1.971 1.342
H19 2.274 -0.009 0.244
H20 3.710 -0.909 2.786
H21 4.475 -0.200 1.363
H22 3.718 -1.799 1.256
H23 2.271 1.085 2.829
C15 -0.760 8.877 4.352
C16 -0.447 8.163 3.046
C17 -1.707 7.855 2.252
O6 0.296 6.968 3.292
H24 -1.389 8.246 4.986
H25 0.158 9.093 4.899
H26 -1.288 9.814 4.174
H27 0.216 8.786 2.444
H28 -2.363 7.194 2.825
H29 -1.457 7.349 1.320
H30 -2.260 8.765 2.019
H31 -0.256 6.384 3.825
C18 -3.075 -2.792 5.637
C19 -1.962 -1.777 5.434
C20 -0.593 -2.375 5.717
O7 -2.180 -0.620 6.242
H32 -3.087 -3.138 6.674
H33 -4.045 -2.344 5.422
H34 -2.941 -3.660 4.990
H35 -1.989 -1.409 4.407
H36 -0.532 -2.708 6.757
H37 0.189 -1.632 5.558
H38 -0.394 -3.232 5.072
H39 -2.166 -0.896 7.165
C21 0.093 -3.773 -1.585
C22 -0.577 -4.539 -0.457
C23 -1.958 -5.032 -0.861
O8 -0.657 -3.729 0.718
H40 -0.501 -2.895 -1.850
H41 1.085 -3.433 -1.280
H42 0.193 -4.389 -2.479
H43 0.043 -5.390 -0.171
H44 -2.601 -4.185 -1.111
H45 -2.423 -5.580 -0.041
H46 -1.905 -5.684 -1.733
H47 -1.200 -2.962 0.505
C24 -1.631 -0.132 -4.622
C25 -1.030 -1.527 -4.695
C26 -0.848 -1.984 -6.132
O9 -1.844 -2.462 -3.989
H48 -2.615 -0.122 -5.098
H49 -1.757 0.177 -3.585
H50 -0.998 0.599 -5.129
H51 -0.068 -1.534 -4.179
H52 -1.824 -2.023 -6.623
H53 -0.422 -2.987 -6.164
H54 -0.200 -1.311 -6.696
H55 -2.705 -2.496 -4.427
C27 -4.053 -3.005 -8.842
C28 -4.709 -3.739 -7.688
C29 -6.115 -4.199 -8.037
O10 -4.734 -2.909 -6.518
H56 -4.617 -2.102 -9.096
H57 -3.044 -2.695 -8.567
H58 -3.987 -3.635 -9.728
H59 -4.102 -4.603 -7.418
H60 -6.749 -3.339 -8.273
H61 -6.567 -4.726 -7.197
H62 -6.105 -4.863 -8.902
H63 -5.264 -2.132 -6.728
C30 -0.624 -6.170 -10.785
C31 -1.305 -6.048 -9.432
C32 -1.003 -7.238 -8.535
O11 -2.716 -5.886 -9.592
H64 -0.981 -7.061 -11.310
H65 -0.850 -5.304 -11.407
H66 0.458 -6.249 -10.678
H67 -0.973 -5.132 -8.941
H68 -1.371 -8.161 -8.994
H69 -1.496 -7.126 -7.570
H70 0.070 -7.345 -8.369
H71 -3.058 -6.676 -10.024